{"formula": "C4H11N2S", "method": "wB97M-V/def2-TZVPD", "total_charge": 1, "homo_lumo_gap_ev": 10.354, "mol_weight_g_mol": 119.21, "homo_energy_ev": -14.03, "lumo_ev": -3.7, "symbols": ["C", "C", "C", "C", "N", "N", "S", "H", "H", "H", "H", "H", "H", "H", "H", "H", "H", "H"], "positions_angstrom": [[-0.6601, 1.0329, 0.1800], [1.7304, 0.6460, -0.2488], [0.5573, -0.9940, 0.9360], [-2.1385, -1.0496, -0.7064], [0.4346, 0.2380, 0.2059], [-0.5433, 2.3442, -0.0769], [-2.2276, 0.3839, 0.4408], [2.4027, 1.1537, 0.4144], [2.2312, -0.1675, -0.4625], [1.6447, 1.2314, -1.1188], [0.9513, -1.7123, 0.2598], [1.3754, -0.8462, 1.6961], [-0.3232, -1.3421, 1.4228], [-2.8541, -0.8060, -1.5531], [-2.0274, -2.1069, -0.2237], [-1.1755, -0.9000, -1.2931], [0.3293, 2.9269, 0.0307], [-1.4297, 2.8526, -0.2837]], "forces_ev_per_angstrom": [[2.5, -0.1, 0.0], [-1.6, 3.6, 0.5], [1.3, 0.1, 1.2], [1.6, -0.4, -1.5], [-1.5, 1.6, 0.7], [-0.3, 0.9, 0.0], [-0.6, -0.6, -0.2], [-0.2, 0.6, 1.1], [2.4, -4.3, -1.5], [-0.1, 0.8, -1.2], [0.0, -1.0, -0.6], [-0.9, -0.1, -0.4], [-0.7, 0.0, 0.2], [0.1, -1.1, 1.5], [-1.0, 2.1, -0.9], [-0.9, -0.3, 0.9], [-1.4, -1.3, -0.1], [1.2, -0.5, 0.3]]}

***

{"formula": "C29H33MnN7Si", "method": "wB97M-V/def2-TZVPD", "s_squared": 3.85, "multiplicity": 4, "total_charge": 2, "homo_lumo_gap_ev": [6.988, 5.845], "mol_weight_g_mol": 562.66, "homo_energy_ev": [-13.71, -13.89], "lumo_ev": [-6.7, -8.0], "symbols": ["Mn", "C", "C", "C", "C", "C", "N", "C", "C", "C", "C", "C", "C", "C", "N", "C", "C", "C", "N", "C", "C", "N", "C", "C", "C", "N", "H", "H", "H", "H", "H", "H", "H", "H", "H", "H", "H", "H", "H", "H", "H", "H", "H", "H", "C", "C", "C", "C", "C", "C", "N", "N", "Si", "C", "C", "C", "H", "H", "H", "H", "H", "H", "H", "H", "H", "H", "H", "H", "H", "H", "H"], "positions_angstrom": [[0.0709, 0.2501, 0.0184], [-4.9016, 0.9973, 4.5319], [-3.5708, 0.7528, 3.8903], [-2.4154, 1.3853, 4.3511], [-1.2043, 1.1921, 3.7224], [-1.0879, 0.3548, 2.6052], [0.1338, 0.2451, 1.9286], [1.2779, 0.1071, 2.6846], [1.2402, -0.5679, 3.9244], [2.3740, -0.7566, 4.6768], [3.6149, -0.2966, 4.2285], [4.8643, -0.5325, 5.0167], [3.6715, 0.3490, 2.9931], [2.5403, 0.5552, 2.2294], [2.6725, 1.2772, 1.0158], [3.6519, 2.1407, 0.6804], [3.5060, 2.4612, -0.6487], [2.3951, 1.7371, -1.0704], [1.8909, 1.0182, -0.0631], [-2.2462, -0.3056, 2.1630], [-3.4602, -0.0960, 2.7918], [-2.1790, -1.2744, 1.1298], [-2.9270, -2.3858, 0.9873], [-2.5741, -2.9862, -0.1991], [-1.5805, -2.1695, -0.7310], [-1.3411, -1.1352, 0.0781], [-4.7869, 1.3709, 5.5470], [-5.4993, 0.0875, 4.5623], [-5.4631, 1.7416, 3.9641], [-2.4727, 2.0504, 5.2020], [-0.3231, 1.7131, 4.0717], [0.2968, -0.9720, 4.2618], [2.3093, -1.2901, 5.6153], [4.6378, -0.7617, 6.0553], [5.5209, 0.3359, 4.9860], [5.4162, -1.3776, 4.5999], [4.6342, 0.6760, 2.6241], [4.3743, 2.4752, 1.4037], [4.1163, 3.1304, -1.2272], [1.9183, 1.7116, -2.0350], [-4.3446, -0.5955, 2.4183], [-3.6418, -2.6748, 1.7377], [-2.9743, -3.8929, -0.6142], [-1.0296, -2.2787, -1.6489], [0.8868, -1.3827, -3.3267], [-0.0958, -0.2614, -3.1774], [-0.8752, 0.1965, -4.2225], [-1.7582, 1.2545, -4.0044], [-1.8630, 1.8539, -2.7653], [-1.0320, 1.3713, -1.7579], [-0.1818, 0.3462, -1.9822], [-0.9307, 1.7481, -0.4341], [-1.0774, 3.4520, 0.0983], [-0.5220, 4.5307, -1.3162], [0.0225, 3.6893, 1.5819], [-2.8527, 3.7510, 0.5527], [1.7124, -1.0797, -3.9727], [0.4231, -2.2514, -3.7941], [1.3058, -1.6782, -2.3642], [-0.7948, -0.2671, -5.1948], [-2.3781, 1.6060, -4.8183], [-2.5613, 2.6554, -2.5764], [0.3663, 4.1273, -1.8086], [-0.2658, 5.5245, -0.9455], [-1.2943, 4.6608, -2.0742], [0.9814, 3.1764, 1.4839], [-0.4670, 3.3509, 2.4927], [0.2362, 4.7518, 1.7059], [-3.5390, 3.6331, -0.2867], [-2.9623, 4.7747, 0.9196], [-3.1722, 3.0753, 1.3496]], "forces_ev_per_angstrom": [[-0.1, 0.1, -0.4], [0.0, 0.0, 0.0], [0.0, 0.0, 0.0], [0.0, 0.0, 0.0], [0.0, 0.0, 0.0], [0.0, 0.0, 0.0], [0.0, 0.0, 0.4], [-0.1, 0.0, -0.1], [0.0, 0.0, 0.0], [0.0, 0.0, -0.1], [0.0, 0.0, 0.0], [0.0, 0.0, 0.0], [0.0, 0.0, 0.0], [0.0, 0.0, 0.0], [0.0, -0.1, 0.0], [0.0, 0.0, 0.0], [-0.1, 0.0, 0.0], [0.0, 0.0, 0.1], [0.1, 0.1, -0.1], [0.0, 0.0, 0.0], [0.0, 0.0, 0.0], [0.0, 0.0, 0.0], [0.0, 0.0, 0.0], [0.0, 0.0, 0.0], [0.0, 0.0, 0.0], [0.0, 0.0, 0.1], [0.0, 0.0, 0.0], [0.0, 0.0, 0.0], [0.0, 0.0, 0.0], [0.0, 0.0, 0.0], [0.0, 0.0, 0.0], [0.0, 0.0, 0.0], [0.0, 0.0, 0.0], [0.0, 0.0, 0.0], [0.0, 0.0, 0.0], [0.0, 0.0, 0.0], [0.0, 0.0, 0.0], [0.0, 0.0, 0.0], [0.0, 0.0, 0.0], [0.0, 0.0, 0.0], [0.0, 0.0, 0.0], [0.0, 0.0, 0.0], [0.0, 0.0, 0.0], [0.0, 0.0, 0.0], [0.0, 0.0, 0.0], [0.0, 0.1, 0.0], [0.0, 0.0, 0.1], [0.0, -0.1, 0.0], [0.0, 0.0, 0.1], [0.0, 0.1, 0.0], [0.0, -0.2, 0.1], [0.1, -0.2, -0.2], [-0.1, 0.0, 0.1], [0.0, -0.1, 0.0], [0.1, -0.1, 0.0], [0.0, 0.1, 0.1], [0.0, 0.0, 0.0], [0.0, 0.0, 0.0], [0.0, 0.0, 0.0], [0.0, 0.0, 0.0], [0.0, 0.0, 0.0], [0.0, 0.0, 0.0], [0.0, 0.0, 0.0], [0.0, 0.0, 0.0], [0.0, 0.0, 0.0], [0.0, 0.0, 0.0], [0.0, 0.0, 0.0], [0.0, 0.0, 0.0], [0.0, 0.0, 0.0], [0.0, 0.0, 0.0], [0.0, 0.0, 0.0]]}

***

{"formula": "C2H5NO2S2", "method": "wB97M-V/def2-TZVPD", "total_charge": 0, "homo_lumo_gap_ev": 9.600, "mol_weight_g_mol": 139.20, "homo_energy_ev": -9.24, "smiles": "COSSC(N)=O", "lumo_ev": 0.4, "symbols": ["C", "O", "S", "S", "C", "N", "O", "H", "H", "H", "H", "H"], "positions_angstrom": [[-0.5173, -2.0689, -0.1716], [-1.6904, -1.3691, 0.2470], [-2.1755, -0.0002, -0.5317], [-1.1458, 1.4082, 0.6115], [0.4777, 1.4251, -0.1964], [1.4232, 2.1799, 0.3829], [0.7022, 0.7187, -1.1255], [0.2155, -1.3753, -0.3891], [-0.7646, -2.7155, -0.9644], [-0.1426, -2.5755, 0.7146], [2.3779, 1.9765, 0.0427], [1.2396, 2.3963, 1.3801]], "forces_ev_per_angstrom": [[-0.8, 0.1, 1.6], [-1.1, 0.1, 0.2], [1.3, 0.1, 1.0], [-0.6, 0.0, -0.4], [-0.4, -0.7, 0.2], [0.4, 0.7, 1.5], [0.3, -0.7, -1.6], [1.6, 1.3, -1.1], [0.0, -0.9, -1.0], [-0.3, -0.5, 0.0], [-0.9, 0.3, 0.6], [0.7, 0.0, -1.1]]}

***

{"formula": "C3H7S", "method": "wB97M-V/def2-TZVPD", "total_charge": -1, "homo_lumo_gap_ev": 6.605, "mol_weight_g_mol": 75.16, "homo_energy_ev": -2.52, "lumo_ev": 4.1, "symbols": ["S", "H", "C", "C", "C", "H", "H", "H", "H", "H", "H"], "positions_angstrom": [[1.2814, 2.5654, 0.8704], [0.7771, 3.8005, 0.9690], [0.9241, -0.6446, -0.0688], [-0.4028, -0.9471, -0.6620], [-1.6119, -0.6095, -0.0341], [1.4177, -1.3316, 0.5771], [0.6376, 0.2966, 0.4321], [1.6822, -0.4982, -0.8395], [-0.4427, -1.7842, -1.4662], [-2.5306, -1.0276, -0.5575], [-1.7320, 0.1804, 0.7794]], "forces_ev_per_angstrom": [[0.0, 0.1, 0.0], [0.0, 0.2, 0.0], [-0.6, 1.9, -1.0], [-2.9, -2.5, 1.3], [1.4, -0.2, -2.3], [-0.4, -1.0, 0.9], [1.4, -0.1, 0.2], [-0.1, 0.6, -0.2], [-0.2, 1.6, 1.1], [1.0, 0.7, 1.0], [0.4, -1.3, -1.2]]}